No. 1
{"formula": "C42H26F2I2MnN4O6S", "method": "ωB97M-V/def2-TZVPD", "multiplicity": 6, "e_tot_ha": -4631.06864, "fmax_ha_per_bohr": 0.036, "charge": -2, "e_lumo_ev": [3.35, 3.35], "s2": 8.7547, "orbital_gap_ev": [4.4, 5.7], "elements": ["Mn", "F", "C", "C", "C", "C", "C", "F", "C", "C", "C", "C", "C", "C", "N", "H", "H", "H", "H", "H", "H", "O", "S", "O", "N", "C", "C", "C", "C", "C", "C", "C", "C", "N", "C", "C", "C", "C", "C", "C", "C", "H", "H", "H", "H", "H", "H", "H", "H", "H", "H", "H", "I", "C", "C", "C", "I", "C", "C", "C", "C", "N", "C", "C", "O", "H", "H", "H", "H", "O", "C", "C", "C", "C", "C", "C", "C", "O", "O", "H", "H", "H", "H", "H"], "coordinates": [[0.053, 0.263, 0.576], [2.344, -3.847, 3.383], [1.399, -3.444, 2.490], [1.288, -2.111, 2.152], [0.320, -1.671, 1.247], [-0.555, -2.654, 0.696], [-0.386, -3.986, 1.058], [-1.185, -4.973, 0.541], [0.578, -4.413, 1.948], [-1.614, -2.144, -0.184], [-2.608, -2.907, -0.807], [-3.611, -2.279, -1.519], [-3.619, -0.895, -1.606], [-2.577, -0.210, -1.006], [-1.609, -0.803, -0.324], [1.976, -1.407, 2.611], [0.675, -5.458, 2.207], [-2.591, -3.983, -0.731], [-4.389, -2.863, -1.997], [-4.386, -0.361, -2.151], [-2.519, 0.872, -1.059], [1.377, -0.001, -4.150], [0.754, -0.673, -3.027], [-0.688, -0.600, -3.017], [1.354, -0.350, -1.583], [2.710, -0.123, -1.512], [3.642, -0.459, -2.500], [4.991, -0.114, -2.408], [5.486, 0.544, -1.318], [4.620, 0.827, -0.244], [5.090, 1.446, 0.931], [4.231, 1.646, 1.970], [2.906, 1.208, 1.842], [2.416, 0.659, 0.756], [3.239, 0.475, -0.310], [1.075, -2.436, -3.282], [1.316, -3.271, -2.204], [1.463, -4.636, -2.416], [1.383, -5.153, -3.702], [1.163, -4.306, -4.782], [0.998, -2.945, -4.570], [3.298, -0.961, -3.388], [5.656, -0.368, -3.227], [6.525, 0.849, -1.258], [6.134, 1.733, 1.000], [4.546, 2.124, 2.890], [2.220, 1.308, 2.666], [1.374, -2.842, -1.211], [1.637, -5.292, -1.571], [1.481, -6.220, -3.866], [1.122, -4.702, -5.790], [0.800, -2.257, -5.383], [1.504, 2.530, 5.228], [-0.434, 1.776, 4.877], [-1.361, 1.916, 5.902], [-2.637, 1.440, 5.738], [-4.001, 1.764, 7.335], [-3.036, 0.789, 4.553], [-4.317, 0.253, 4.321], [-4.572, -0.383, 3.133], [-3.556, -0.476, 2.180], [-2.356, 0.034, 2.348], [-2.075, 0.658, 3.505], [-0.718, 1.189, 3.623], [0.121, 1.114, 2.680], [-1.073, 2.399, 6.824], [-5.082, 0.335, 5.081], [-5.549, -0.803, 2.928], [-3.732, -0.988, 1.240], [-0.650, 4.881, 0.582], [-1.120, 4.972, -0.694], [-1.838, 6.080, -1.131], [-2.302, 6.136, -2.438], [-2.061, 5.080, -3.301], [-1.330, 3.981, -2.862], [-0.846, 3.915, -1.566], [0.120, 2.825, -1.101], [1.262, 2.917, -1.538], [-0.362, 1.965, -0.299], [-0.885, 5.674, 1.069], [-2.019, 6.904, -0.446], [-2.848, 7.009, -2.776], [-2.424, 5.119, -4.322], [-1.128, 3.157, -3.536]], "forces_ev_per_angstrom": [[0.90, 0.51, 0.40], [0.05, -0.05, 0.05], [-0.10, 0.25, -0.16], [0.09, -0.18, 0.08], [0.05, -1.81, 0.42], [0.64, 0.04, 0.50], [-0.10, 0.18, -0.11], [0.02, -0.03, 0.02], [0.04, -0.21, 0.05], [-0.40, 0.47, -0.29], [0.10, -0.22, 0.04], [-0.03, 0.27, -0.02], [-0.01, -0.19, -0.05], [-0.07, 0.17, -0.02], [-0.94, -0.68, -0.45], [0.01, 0.00, 0.00], [-0.01, 0.01, -0.01], [0.00, 0.05, 0.02], [0.02, -0.03, 0.00], [0.01, 0.02, 0.01], [0.12, 0.00, -0.03], [0.09, 0.01, 0.02], [0.10, -0.29, 0.33], [-0.11, 0.06, 0.25], [-0.22, 0.09, -0.77], [0.29, -0.10, -0.19], [-0.36, 0.02, 0.28], [0.26, 0.06, 0.09], [0.12, 0.01, -0.15], [-0.30, -0.11, -0.03], [-0.16, 0.01, 0.17], [0.32, 0.04, -0.01], [-0.26, -0.10, -0.08], [0.27, 0.26, -0.20], [0.27, -0.05, 0.03], [-0.07, 0.27, 0.04], [0.01, 0.02, 0.06], [0.00, -0.01, -0.01], [0.00, -0.06, -0.02], [-0.02, 0.08, -0.02], [0.00, 0.02, -0.01], [0.08, 0.02, -0.09], [-0.04, -0.01, -0.02], [0.00, -0.04, 0.02], [0.00, 0.03, -0.05], [0.00, -0.04, 0.01], [-0.13, 0.08, 0.03], [0.01, -0.02, 0.00], [-0.01, 0.00, 0.00], [0.05, 0.01, 0.01], [-0.05, -0.04, 0.02], [0.07, -0.06, -0.04], [-0.27, -0.10, -0.10], [0.35, 0.16, 0.08], [-0.22, -0.14, -0.11], [-0.18, 0.26, 0.65], [0.18, -0.09, -0.24], [0.16, -0.01, -0.22], [-0.01, -0.17, -0.31], [-0.19, 0.13, 0.42], [0.43, 0.00, -0.32], [-0.32, -0.02, 0.13], [-0.31, -0.05, 0.11], [0.76, 0.14, -0.34], [-0.58, 0.10, 0.54], [0.00, 0.02, 0.00], [0.01, 0.03, 0.02], [0.01, -0.03, -0.01], [-0.04, 0.01, -0.02], [0.13, -0.09, 0.00], [-0.22, 0.04, -0.20], [0.05, -0.04, 0.07], [-0.04, 0.03, -0.01], [-0.04, 0.00, -0.08], [-0.07, -0.03, 0.03], [0.26, 0.07, 0.33], [0.06, 0.06, -0.18], [-0.04, -0.10, 0.13], [-0.51, 1.09, -0.52], [-0.04, 0.08, 0.02], [-0.02, 0.00, -0.01], [-0.01, -0.02, 0.00], [0.00, -0.02, 0.01], [0.10, 0.01, 0.01]]}

No. 2
{"formula": "C42H29BaBrClF4N6OPS", "method": "ωB97M-V/def2-TZVPD", "multiplicity": 1, "e_tot_ha": -6220.41854, "fmax_ha_per_bohr": 0.083, "e_lumo_ev": -0.81, "orbital_gap_ev": 6.3, "elements": ["Ba", "C", "C", "N", "N", "C", "N", "S", "C", "C", "C", "C", "C", "N", "H", "H", "H", "H", "H", "H", "H", "H", "H", "Cl", "C", "C", "C", "C", "O", "C", "C", "N", "C", "C", "C", "C", "C", "C", "C", "C", "N", "C", "C", "H", "H", "H", "H", "H", "H", "H", "H", "H", "H", "F", "C", "C", "F", "C", "F", "C", "P", "C", "C", "C", "C", "C", "C", "C", "C", "C", "C", "C", "C", "C", "Br", "C", "F", "H", "H", "H", "H", "H", "H", "H", "H", "H", "H"], "coordinates": [[0.295, 0.259, 0.008], [-2.598, -0.437, 3.162], [-2.226, -0.307, 1.715], [-1.854, 0.814, 1.199], [-1.965, 1.906, 1.964], [-1.104, 2.871, 1.949], [-1.544, 4.074, 2.423], [0.546, 2.805, 1.481], [-2.428, -1.426, 0.780], [-3.434, -1.320, -0.184], [-3.584, -2.333, -1.111], [-2.735, -3.428, -1.041], [-1.791, -3.456, -0.027], [-1.640, -2.491, 0.862], [-1.771, -0.073, 3.770], [-2.827, -1.465, 3.422], [-3.461, 0.202, 3.361], [-2.426, 4.061, 2.910], [-0.838, 4.706, 2.761], [-4.088, -0.461, -0.182], [-4.348, -2.275, -1.874], [-2.807, -4.238, -1.751], [-1.123, -4.299, 0.081], [5.311, -5.087, 1.935], [3.986, -3.990, 1.732], [3.422, -3.386, 2.866], [2.410, -2.488, 2.713], [1.943, -2.074, 1.428], [1.130, -1.118, 1.318], [2.479, -2.767, 0.284], [2.005, -2.597, -1.038], [1.141, -1.728, -1.465], [0.690, -1.773, -2.768], [1.179, -2.582, -3.786], [0.659, -2.556, -5.080], [-0.396, -1.747, -5.399], [-0.937, -0.903, -4.413], [-2.014, -0.033, -4.685], [-2.482, 0.789, -3.695], [-1.847, 0.752, -2.447], [-0.846, -0.042, -2.162], [-0.387, -0.891, -3.101], [3.505, -3.717, 0.481], [3.795, -3.646, 3.844], [1.950, -2.007, 3.564], [2.415, -3.340, -1.729], [1.999, -3.257, -3.598], [1.102, -3.188, -5.836], [-0.829, -1.732, -6.387], [-2.440, -0.030, -5.678], [-3.306, 1.468, -3.858], [-2.153, 1.419, -1.652], [3.936, -4.207, -0.381], [3.555, 5.949, -5.270], [3.432, 4.930, -4.419], [4.518, 4.107, -4.141], [5.696, 4.339, -4.726], [4.374, 3.052, -3.243], [5.463, 2.330, -2.966], [3.158, 2.756, -2.628], [2.902, 1.318, -1.479], [3.784, 1.895, 0.002], [4.274, 3.177, 0.213], [4.906, 3.482, 1.408], [5.027, 2.526, 2.400], [4.505, 1.254, 2.208], [3.888, 0.938, 1.013], [4.099, 0.125, -2.183], [5.272, -0.288, -1.560], [6.092, -1.217, -2.175], [5.748, -1.748, -3.407], [4.573, -1.353, -4.026], [3.752, -0.424, -3.415], [2.080, 3.593, -2.930], [0.375, 3.318, -2.187], [2.218, 4.673, -3.796], [1.173, 5.464, -4.044], [4.159, 3.945, -0.539], [5.299, 4.475, 1.571], [5.521, 2.768, 3.328], [4.577, 0.509, 2.987], [3.480, -0.054, 0.854], [5.560, 0.125, -0.605], [7.012, -1.519, -1.695], [6.394, -2.471, -3.883], [4.298, -1.767, -4.986], [2.831, -0.113, -3.896]], "forces_ev_per_angstrom": [[-0.66, 3.96, -1.51], [0.17, -0.02, -0.23], [-0.28, 0.69, 0.70], [-1.05, -0.39, 0.06], [-1.33, 0.51, 0.96], [0.61, -0.08, -0.18], [-0.26, 0.19, 0.21], [0.55, 0.81, 0.22], [-0.31, -0.06, -0.61], [0.07, 0.03, 0.07], [0.04, -0.15, -0.04], [-0.02, 0.12, -0.03], [-0.08, -0.30, -0.27], [0.29, 0.08, 0.50], [-0.07, 0.02, 0.12], [0.00, -0.11, 0.02], [-0.01, 0.04, 0.07], [-0.02, 0.00, 0.02], [-0.01, -0.05, -0.03], [0.02, 0.13, -0.04], [-0.04, 0.01, -0.03], [0.01, -0.08, -0.03], [0.09, -0.13, -0.04], [0.20, -0.22, 0.03], [-0.05, 0.05, -0.20], [0.00, -0.14, -0.29], [-0.20, 0.37, -0.14], [1.23, -1.37, 0.16], [1.28, -2.77, 2.95], [0.10, 0.13, 1.08], [-0.37, 0.10, -0.89], [0.74, -1.02, 0.61], [-0.11, -0.40, -1.35], [0.04, 0.22, 0.67], [-0.28, 0.10, -0.36], [0.12, -0.10, 0.05], [0.12, 0.06, 0.27], [-0.04, 0.15, 0.36], [-0.06, -0.10, -0.34], [0.13, -0.01, 0.02], [-1.16, -0.34, -1.50], [0.04, -0.28, -0.83], [0.03, 0.06, 0.21], [0.03, -0.03, 0.13], [0.01, 0.04, 0.08], [0.02, 0.05, -0.02], [0.10, -0.01, 0.04], [0.01, -0.09, -0.04], [0.02, -0.03, -0.17], [-0.09, 0.03, -0.06], [-0.02, 0.04, -0.03], [-0.17, 0.11, 0.17], [0.04, -0.09, -0.06], [0.01, -0.22, 0.19], [-0.01, -0.15, 0.12], [-0.03, -0.04, 0.04], [-0.22, -0.02, 0.12], [-0.09, 0.10, 0.02], [-0.01, 0.26, -0.14], [-0.13, -0.08, -0.03], [1.00, 0.68, -0.67], [-0.18, -0.11, 0.09], [-0.04, -0.09, -0.04], [0.01, 0.07, 0.07], [-0.03, -0.12, 0.01], [0.07, -0.05, 0.06], [-0.09, 0.22, 0.02], [-0.12, -0.16, 0.01], [-0.07, 0.03, -0.03], [0.07, -0.08, 0.01], [0.02, -0.08, -0.04], [0.05, -0.04, -0.11], [-0.05, 0.08, 0.13], [0.14, 0.16, -0.24], [-0.01, 0.13, -0.02], [-0.01, -0.19, 0.13], [0.18, 0.05, -0.15], [0.02, 0.00, -0.07], [0.00, 0.08, -0.02], [0.03, 0.05, 0.10], [0.01, -0.05, 0.06], [0.04, -0.06, 0.09], [0.03, 0.04, 0.02], [0.03, -0.03, 0.04], [0.04, -0.05, -0.04], [-0.02, -0.02, -0.07], [-0.05, -0.02, -0.06]]}

No. 3
{"formula": "C42H30Cl2MgN2O2P", "method": "ωB97M-V/def2-TZVPD", "multiplicity": 1, "e_tot_ha": -3340.44206, "fmax_ha_per_bohr": 0.013, "charge": -1, "e_lumo_ev": 1.35, "orbital_gap_ev": 4.1, "elements": ["Mg", "Cl", "C", "C", "C", "C", "O", "C", "C", "N", "C", "C", "C", "C", "C", "C", "C", "C", "N", "C", "C", "H", "H", "H", "H", "H", "H", "H", "H", "H", "H", "O", "C", "C", "C", "C", "C", "C", "C", "P", "C", "C", "C", "C", "C", "C", "C", "C", "C", "C", "C", "C", "H", "H", "H", "H", "H", "H", "H", "H", "H", "H", "H", "H", "H", "H", "Cl", "C", "C", "C", "C", "C", "C", "C", "H", "H", "H", "H", "H", "H"], "coordinates": [[0.977, 1.071, -0.648], [5.066, 1.797, -6.762], [4.104, 1.346, -5.369], [4.185, 0.027, -4.868], [3.451, -0.359, -3.789], [2.573, 0.554, -3.118], [1.895, 0.175, -2.113], [2.504, 1.879, -3.650], [1.655, 2.877, -3.091], [0.886, 2.746, -2.061], [0.061, 3.840, -1.673], [-0.263, 4.925, -2.432], [-1.079, 5.962, -1.915], [-1.572, 5.900, -0.649], [-1.288, 4.771, 0.160], [-1.774, 4.613, 1.484], [-1.453, 3.504, 2.198], [-0.654, 2.513, 1.583], [-0.216, 2.610, 0.358], [-0.494, 3.741, -0.360], [3.282, 2.248, -4.774], [4.843, -0.680, -5.359], [3.498, -1.370, -3.407], [1.692, 3.842, -3.604], [0.092, 5.003, -3.451], [-1.308, 6.812, -2.544], [-2.188, 6.697, -0.249], [-2.402, 5.387, 1.911], [-1.811, 3.346, 3.205], [-0.387, 1.610, 2.119], [3.215, 3.258, -5.162], [2.810, 1.638, 1.659], [2.179, 0.722, 1.116], [2.375, -0.670, 1.741], [3.316, -0.837, 2.757], [3.584, -2.085, 3.284], [2.924, -3.199, 2.766], [1.986, -3.042, 1.762], [1.662, -1.775, 1.259], [0.321, -1.603, -0.024], [0.838, -2.979, -1.148], [-0.123, -3.835, -1.677], [0.237, -4.835, -2.575], [1.564, -4.995, -2.953], [2.531, -4.146, -2.427], [2.166, -3.145, -1.538], [-1.225, -2.056, 0.702], [-1.380, -3.023, 1.704], [-2.590, -3.514, 2.140], [-3.754, -3.107, 1.405], [-3.716, -2.181, 0.427], [-2.476, -1.360, 0.137], [3.838, 0.051, 3.097], [4.318, -2.203, 4.074], [3.144, -4.191, 3.144], [1.509, -3.920, 1.343], [-1.154, -3.730, -1.352], [-0.524, -5.496, -2.974], [1.845, -5.782, -3.642], [3.572, -4.267, -2.707], [2.925, -2.483, -1.134], [-0.489, -3.419, 2.179], [-2.646, -4.254, 2.926], [-4.702, -3.598, 1.613], [-4.619, -1.944, -0.130], [-2.386, -1.241, -0.954], [-4.078, 0.720, 6.467], [-3.657, 0.533, 4.774], [-2.395, 0.083, 4.428], [-2.070, -0.052, 3.086], [-2.989, 0.257, 2.081], [-2.616, 0.099, 0.635], [-4.253, 0.692, 2.467], [-4.597, 0.837, 3.806], [-1.679, -0.171, 5.199], [-1.093, -0.433, 2.804], [-3.328, 0.646, 0.006], [-1.630, 0.543, 0.480], [-4.987, 0.923, 1.704], [-5.581, 1.179, 4.096]], "forces_ev_per_angstrom": [[0.09, -0.40, 0.02], [-0.06, -0.04, 0.10], [0.10, -0.20, -0.04], [0.12, 0.06, -0.17], [-0.11, 0.08, 0.05], [-0.03, -0.07, -0.05], [0.30, -0.06, -0.30], [-0.01, 0.13, -0.01], [0.09, 0.04, -0.08], [-0.46, 0.35, 0.24], [0.29, -0.61, 0.15], [-0.20, 0.43, -0.19], [0.17, -0.14, -0.21], [-0.04, -0.07, 0.20], [-0.11, 0.14, 0.08], [-0.07, 0.21, -0.13], [0.11, -0.25, 0.05], [-0.01, 0.08, 0.17], [0.00, 0.35, -0.26], [0.15, -0.36, 0.03], [-0.08, 0.06, 0.06], [0.00, 0.02, -0.01], [-0.01, 0.01, -0.01], [0.04, -0.02, -0.01], [-0.03, 0.05, 0.01], [0.01, -0.01, -0.01], [-0.01, -0.01, 0.01], [0.02, 0.00, -0.02], [0.01, -0.02, 0.00], [0.02, 0.08, 0.01], [-0.01, 0.00, 0.03], [-0.14, -0.05, -0.03], [0.24, 0.06, 0.39], [-0.20, 0.13, -0.12], [0.04, -0.04, -0.04], [-0.06, -0.06, -0.08], [0.06, 0.09, 0.04], [-0.05, -0.01, -0.05], [-0.06, -0.10, -0.08], [0.00, 0.23, 0.18], [-0.03, 0.04, 0.00], [0.00, -0.10, 0.00], [0.02, 0.04, 0.01], [-0.03, 0.02, 0.03], [-0.09, 0.05, 0.06], [0.10, 0.05, -0.06], [-0.20, -0.07, 0.00], [0.07, -0.01, 0.07], [-0.07, 0.17, -0.18], [-0.08, -0.07, 0.10], [0.09, 0.06, -0.01], [0.10, -0.28, 0.00], [-0.01, 0.00, 0.01], [-0.01, -0.01, 0.00], [0.01, 0.00, 0.00], [-0.05, 0.00, 0.02], [0.03, 0.01, -0.01], [0.01, 0.00, 0.01], [-0.01, 0.01, -0.01], [0.00, 0.00, 0.00], [-0.02, -0.01, 0.00], [0.09, 0.01, -0.02], [-0.02, 0.00, 0.00], [0.02, 0.00, -0.01], [0.03, -0.02, -0.03], [0.06, -0.04, -0.03], [0.04, -0.01, -0.11], [-0.04, 0.01, 0.05], [0.03, -0.01, -0.02], [-0.02, -0.04, 0.11], [0.04, -0.11, 0.04], [0.00, 0.13, 0.14], [0.01, 0.03, -0.01], [0.01, 0.01, -0.03], [0.00, 0.01, -0.01], [-0.06, 0.01, 0.03], [-0.04, -0.01, 0.04], [-0.06, 0.06, -0.09], [0.00, -0.01, 0.01], [0.00, -0.01, -0.01]]}

Q: Number 2 is which compound?
A: C42H29BaBrClF4N6OPS